# 1
Below is a 10-piece molecular cluster, C30H66O32P2 overall in a non-equilibrium geometry, with properties calculated with ωB97M-V/def2-TZVPD.

```
! wB97M-V def2-TZVPD RIJCOSX def2/J DEFGRID3
* xyz 0 1
C -17.3586 22.9265 -0.8936
O -16.6541 21.7928 -1.3738
P -16.2013 20.6152 -0.4236
O -15.7798 19.4357 -1.1704
O -17.3724 20.4064 0.6194
C -17.1156 19.5189 1.7052
O -15.0963 21.3148 0.4874
C -13.6826 21.2402 0.1641
H -17.5472 22.8536 0.1821
H -18.3258 23.0944 -1.3589
H -16.7179 23.8020 -1.0017
H -16.1070 19.6070 2.1051
H -17.3111 18.5020 1.3598
H -17.8208 19.7020 2.5139
H -13.4801 22.2020 -0.3236
H -13.3817 20.4721 -0.5417
H -13.0973 21.2601 1.0798
C -11.6519 17.3634 -1.8821
O -11.8815 18.5985 -2.5568
P -10.8621 19.7997 -2.4760
O -9.6072 19.5378 -3.1937
O -10.7669 20.2076 -0.9681
C -9.7545 21.0633 -0.4456
O -11.7090 20.9779 -3.1017
C -11.5520 21.2538 -4.4978
H -11.6540 16.5757 -2.6345
H -12.4995 17.1732 -1.2220
H -10.7445 17.2663 -1.2879
H -8.9047 21.1053 -1.1371
H -9.2569 20.6763 0.4421
H -10.1796 22.0521 -0.3157
H -12.5378 21.4871 -4.9115
H -11.2148 20.4120 -5.0972
H -10.9446 22.1526 -4.5744
C -4.7198 15.4843 3.2918
O -5.8623 15.9077 2.6084
C -6.1894 17.1826 2.7066
O -5.7018 17.9893 3.4449
O -7.1755 17.3956 1.8531
C -7.8128 18.6480 1.8702
H -4.2680 14.6190 2.8132
H -4.9529 15.2427 4.3306
H -3.9069 16.2144 3.3458
H -7.1278 19.4415 1.5747
H -8.3571 18.8172 2.7959
H -8.5814 18.6863 1.0946
C -9.5940 25.7592 -4.4513
O -9.3695 24.3567 -4.3539
C -9.2002 23.8719 -3.1013
O -9.5818 24.4652 -2.1329
O -8.4282 22.8094 -3.0636
C -7.7026 22.2431 -4.1648
H -9.0310 26.3062 -3.6992
H -10.6556 25.9599 -4.2853
H -9.3535 26.0467 -5.4697
H -6.6392 22.3080 -3.9391
H -7.8847 22.7896 -5.0866
H -7.9964 21.2012 -4.2751
C -8.6446 18.0318 -5.5234
O -7.4576 18.7127 -5.9214
C -7.4467 19.2889 -7.1287
O -8.3272 19.2387 -7.9328
O -6.3832 20.0976 -7.1981
C -6.4698 21.1987 -8.1027
H -9.3859 18.7466 -5.1899
H -8.3656 17.2866 -4.7835
H -9.0098 17.4172 -6.3527
H -7.3078 21.8162 -7.7815
H -6.6346 20.8467 -9.1247
H -5.5105 21.7039 -8.1316
C -9.9374 24.3518 -8.1147
O -9.9196 22.9906 -7.7018
C -11.0777 22.3313 -7.6270
O -12.1494 22.8719 -7.6421
O -10.8248 21.0453 -7.5913
C -11.8342 20.1196 -7.9223
H -9.9540 24.9696 -7.2157
H -10.7710 24.5493 -8.7835
H -9.0167 24.5883 -8.6460
H -11.3670 19.1867 -8.2266
H -12.5399 20.5187 -8.6440
H -12.4441 19.8162 -7.0646
C -16.3601 19.4660 -4.4560
O -16.9972 20.5768 -5.1080
C -16.9135 20.5839 -6.4288
O -16.6080 19.6587 -7.1216
O -17.1182 21.8183 -6.8638
C -17.2964 22.1229 -8.2298
H -15.2889 19.3889 -4.6387
H -16.8319 18.5131 -4.6880
H -16.5218 19.7063 -3.4118
H -18.2794 22.5877 -8.3149
H -17.4667 21.2128 -8.8182
H -16.4371 22.6689 -8.5938
C -3.8412 21.4356 -2.6671
O -4.7817 20.5418 -3.2623
C -5.5181 19.8141 -2.4235
O -5.4304 19.8120 -1.2284
O -6.3577 19.0998 -3.1419
C -7.0872 18.1373 -2.3684
H -2.8171 21.2480 -2.9854
H -3.9297 21.3928 -1.5868
H -4.0823 22.4334 -3.0407
H -7.6931 18.6982 -1.6630
H -6.4530 17.3873 -1.9016
H -7.7476 17.6426 -3.0724
C -11.1177 22.4303 4.6814
O -9.7097 22.6363 4.9079
C -8.8547 22.0400 4.0917
O -9.1199 21.4758 3.0572
O -7.6522 22.1183 4.6351
C -6.6060 21.3921 4.0008
H -11.3313 22.2851 3.6236
H -11.5747 23.3779 4.9582
H -11.4431 21.5986 5.2989
H -6.5390 21.6911 2.9499
H -6.8173 20.3249 3.9910
H -5.6654 21.6169 4.4857
C -9.8287 13.4829 -4.2321
O -9.4792 14.5858 -3.4155
C -8.8679 14.2649 -2.2660
O -8.2569 13.2553 -2.0624
O -8.9133 15.3462 -1.4792
C -8.1208 15.3350 -0.3045
H -8.9558 12.9072 -4.5279
H -10.4400 13.8142 -5.0682
H -10.5214 12.7981 -3.7250
H -8.0138 14.3626 0.1773
H -8.5742 15.9064 0.5042
H -7.1389 15.7692 -0.4797
*
```

Max |F| in eV/Å: 1.934
Energy relative to the best compared isomer or geometry (same formula, charge and spin) in kJ/mol: 0.0
SMILES string: COP(=O)(OC)OC.COP(=O)(OC)OC.COC(=O)OC.COC(=O)OC.COC(=O)OC.COC(=O)OC.COC(=O)OC.COC(=O)OC.COC(=O)OC.COC(=O)OC
HOMO level in eV: -10.36
Energy in eV: -116281.4820


# 2
Below is a 2-piece molecular cluster, CH4N2OS overall in a non-equilibrium geometry, with properties calculated with ωB97M-V/def2-TZVPD.

```
! wB97M-V def2-TZVPD RIJCOSX def2/J DEFGRID3
* xyz 0 1
C 2.0064 -0.0402 0.0382
N 2.6901 -0.6643 0.7561
N -1.8784 0.0013 0.3249
O 1.4598 0.4858 -0.8216
S -1.1943 -0.3421 -1.2733
H 2.9728 -0.9312 1.7066
H -1.6686 0.7547 -1.8461
H -2.9023 -0.0733 0.3120
H -1.4854 0.8095 0.8032
*
```

Max |F| in eV/Å: 3.955
Energy relative to the best compared isomer or geometry (same formula, charge and spin) in kJ/mol: 144.3
SMILES string: N=C=O.NS
HOMO level in eV: -8.89
Energy in eV: -16963.6935


# 3
Below is C17H29N4O2PPtS as an isolated structure, with properties calculated with ωB97M-V/def2-TZVPD.

```
! wB97M-V def2-TZVPD RIJCOSX def2/J DEFGRID3
* xyz 2 3
Pt -1.4964 1.2295 1.4179
C 3.9000 -4.8651 -2.0549
C 3.0058 -3.6993 -1.7529
C 1.8278 -3.8796 -1.0206
C 0.9839 -2.8186 -0.7584
C 1.3225 -1.5533 -1.2325
C 2.4885 -1.3422 -1.9551
C 3.3200 -2.4213 -2.2095
S 0.2723 -0.1978 -0.9019
O 0.9403 1.0219 -1.2685
O -1.0223 -0.4164 -1.5626
N -0.0915 -0.2700 0.6664
C 0.8383 0.0071 1.6829
C 2.1402 -0.4363 1.8330
C 2.8157 -0.0551 2.9822
C 2.1910 0.7346 3.9410
C 0.8932 1.1447 3.7142
N 0.2453 0.7872 2.6013
H 3.8800 -5.5990 -1.2508
H 4.9287 -4.5468 -2.2121
H 3.5660 -5.3658 -2.9660
H 1.5808 -4.8652 -0.6467
H 0.0860 -2.9637 -0.1699
H 2.7397 -0.3497 -2.3029
H 4.2327 -2.2658 -2.7704
H 2.6048 -1.0613 1.0843
H 3.8354 -0.3831 3.1345
H 2.7005 1.0250 4.8477
H 0.3512 1.7640 4.4161
C -1.6590 4.6800 1.5663
P -0.8344 3.3469 0.6613
C -1.1730 3.6543 -1.0878
C 0.9352 3.6194 0.8792
H -1.3012 5.6470 1.2081
H -1.4430 4.5979 2.6313
H -2.7380 4.6287 1.4234
H -0.8066 4.6431 -1.3690
H -2.2478 3.6221 -1.2724
H -0.6630 2.9028 -1.6902
H 1.2023 4.6183 0.5303
H 1.4864 2.8760 0.3051
H 1.1946 3.5314 1.9344
N -3.4298 -1.4172 -2.1876
C -4.2284 -1.4378 -0.9049
C -3.4864 -0.7790 0.2460
N -3.1914 0.6638 0.1108
H -3.6519 -2.2214 -2.7745
H -2.4056 -1.3695 -1.9868
H -3.6150 -0.5827 -2.7453
H -4.3841 -2.4840 -0.6484
H -5.1998 -0.9876 -1.1023
H -2.5369 -1.2845 0.4126
H -4.0964 -0.9225 1.1383
H -4.0241 1.2317 0.2347
H -2.7827 0.8645 -0.7982
*
```

Max |F| in eV/Å: 0.230
Energy relative to the best compared isomer or geometry (same formula, charge and spin) in kJ/mol: 3.4
HOMO level (spin up / spin down) in eV: -13.34 / -14.29
Energy in eV: -51511.8539


# 4
Below is a 7-piece molecular cluster, C27H51N2O16 overall in a non-equilibrium geometry, with properties calculated with ωB97M-V/def2-TZVPD.

```
! wB97M-V def2-TZVPD RIJCOSX def2/J DEFGRID3
* xyz 1 1
O 0.0552 -0.7435 0.2573
H -0.1980 0.2258 0.2656
H 0.2525 -1.0914 1.1524
H 0.8840 -0.8439 -0.3052
C -1.5017 2.0070 -1.8108
O -1.3568 0.6013 -1.8325
C -2.5532 -0.1341 -1.9517
C -2.8834 -0.4323 -3.4217
N -4.3335 -0.4712 -3.6569
C -4.8863 -1.7733 -4.0023
C -5.0359 -2.0234 -5.5053
O -3.9619 -1.3999 -6.1832
C -3.6183 -2.0418 -7.3792
H -1.9773 2.3906 -2.7216
H -0.5200 2.4698 -1.7755
H -2.0969 2.2251 -0.9232
H -3.3647 0.4764 -1.5183
H -2.5338 -1.0143 -1.3048
H -2.4726 -1.4192 -3.6434
H -2.4548 0.3816 -4.0013
H -4.5080 0.1930 -4.3970
H -5.8232 -1.9644 -3.4717
H -4.2319 -2.5676 -3.6217
H -5.9986 -1.6910 -5.9188
H -5.0005 -3.1034 -5.7106
H -3.2706 -3.0698 -7.2275
H -2.8572 -1.4440 -7.8796
H -4.4571 -2.0821 -8.0941
C 1.5923 -3.4100 -1.7720
O 1.6873 -2.0194 -1.5270
C 2.3554 -1.2984 -2.5873
C 1.8066 0.0983 -2.6318
N 1.9472 0.7724 -1.3552
C 3.3627 1.1350 -1.1341
C 3.6026 1.6934 0.2373
O 2.8403 2.8734 0.4447
C 3.5701 3.8880 1.0971
H 0.6127 -3.7450 -1.4326
H 2.3184 -3.9678 -1.1633
H 1.8046 -3.6706 -2.8068
H 2.1001 -1.7688 -3.5384
H 3.4313 -1.3516 -2.4005
H 0.7749 0.0911 -2.9925
H 2.2662 0.6554 -3.4703
H 1.4677 1.6687 -1.3848
H 3.8133 1.7437 -1.9363
H 3.9554 0.2162 -1.2307
H 4.6638 1.8248 0.4572
H 3.2237 0.9533 0.9504
H 2.9428 4.7670 1.2341
H 4.4565 4.1777 0.5235
H 3.9103 3.5958 2.0999
C -2.4526 2.2861 1.8102
C -3.3634 3.0865 2.4874
C -2.9699 4.3246 2.9739
C -1.6410 4.7089 2.8627
C -0.7168 3.9257 2.1833
C -1.1280 2.6812 1.7146
O -0.2871 1.8704 0.9716
O -3.8943 5.1137 3.5789
H -2.7447 1.3112 1.4410
H -4.4120 2.8232 2.5552
H -1.3477 5.7105 3.1616
H 0.3334 4.1764 2.1593
H 0.6552 2.0724 1.1269
H -3.5442 5.6264 4.3120
C -3.0033 -1.3408 3.0202
C -3.9236 -2.5662 3.0444
O -3.3339 -3.4297 2.0817
C -2.0813 -3.0342 1.8304
O -1.2748 -3.6462 1.2113
O -1.8460 -1.8182 2.3572
H -2.7503 -1.0669 4.0488
H -3.4338 -0.4196 2.6274
H -4.9645 -2.3490 2.8196
H -3.9080 -3.0063 4.0440
C 5.4201 -2.0432 0.5509
C 3.9597 -2.2119 0.9890
O 4.0595 -2.3939 2.3863
C 5.2623 -1.9473 2.8316
O 5.5530 -1.7863 3.9712
O 6.0612 -1.6393 1.7871
H 5.6203 -1.2505 -0.1639
H 5.8794 -2.9818 0.2426
H 3.5555 -3.1204 0.5492
H 3.3351 -1.3572 0.7320
C 2.8768 1.1779 5.1955
C 2.6942 -0.2659 5.6483
O 1.9250 -0.8304 4.5714
C 2.0081 -0.0433 3.5137
O 1.4970 -0.2469 2.4483
O 2.6940 1.0811 3.7812
H 3.8911 1.5025 5.4267
H 2.2000 1.8900 5.6650
H 2.1081 -0.3556 6.5604
H 3.6307 -0.8000 5.7920
*
```

Max |F| in eV/Å: 1.589
Energy relative to the best compared isomer or geometry (same formula, charge and spin) in kJ/mol: 0.0
HOMO level in eV: -10.58
Energy in eV: -64558.0194


# 5
Below is an isolated ion of composition C4H9NO2S and charge +1 in a non-equilibrium geometry, with properties calculated with ωB97M-V/def2-TZVPD.

```
! wB97M-V def2-TZVPD RIJCOSX def2/J DEFGRID3
* xyz 1 2
C -2.1012 -0.8952 1.1269
C -0.7120 -0.4574 0.5998
C -0.2601 -1.1475 -0.7245
S 1.3276 -2.0895 -0.8367
N -0.8842 0.9359 0.1949
C 0.2295 1.7520 0.2176
O -0.1077 3.0276 0.3595
O 1.3367 1.2844 0.0426
H -2.6655 -1.5120 0.4601
H -2.0456 -1.1420 2.1746
H -2.8363 -0.0693 1.0939
H -0.1181 -0.5673 1.5077
H -0.3045 -0.4240 -1.5264
H -0.9545 -1.9461 -1.0357
H 2.1751 -1.0281 -0.7757
H -1.7600 1.4006 0.0232
H 0.7279 3.4961 0.5220
*
```

Max |F| in eV/Å: 2.408
Energy relative to the best compared isomer or geometry (same formula, charge and spin) in kJ/mol: 55.5
HOMO level (spin up / spin down) in eV: -14.05 / -13.96
Energy in eV: -20705.2571